Here is a single C2H2BrFO molecule in a non-equilibrium geometry from OMol25. Energies are from ωB97M-V/def2-TZVPD.

XYZ file:
```
7
C2H2BrFO (ωB97M-V/def2-TZVPD)
C -1.09763 -0.30730 -0.05830
C 0.02800 0.39948 0.04258
F 0.05030 1.68193 -0.43706
O 1.14762 -0.09972 0.56599
Br 2.87608 -0.47085 -0.14206
H -1.97391 0.10669 -0.45177
H -1.03045 -1.31024 0.48062
```

Computed properties:
ΔE to the lowest compared entry with this formula, charge and spin in kcal per mole: 40.18
Highest occupied orbital energy in Ha: -0.355
LUMO in eV: -1.774
Gap between HOMO and LUMO in eV: 7.88
SMILES: C=C(F)OBr

Atom charges from the Löwdin analysis, given in e for atoms 1 to 5:
1. C 0.10
2. C -0.53
3. F 0.05
4. O -0.53
5. Br 0.74

Here is 2 unconnected molecules or ions with the total composition C2H2BrN3 in a non-equilibrium geometry from OMol25. Energies are from ωB97M-V/def2-TZVPD.

XYZ file:
```
8
C2H2BrN3 (ωB97M-V/def2-TZVPD)
C 0.26968 -1.28162 -0.09109
C -1.65802 1.81324 0.66021
N 1.35136 -1.49473 -0.58101
N -0.53198 2.01139 0.39066
N -0.77332 -1.61529 0.36608
Br 2.68162 -0.36416 -0.99213
H 0.35430 2.50373 0.30706
H -1.69363 -1.57257 -0.05979
```

Computed properties:
ΔE to the lowest compared entry with this formula, charge and spin in kcal per mole: 66.64
Highest occupied orbital energy in Ha: -0.356
LUMO in eV: 0.180
Gap between HOMO and LUMO in eV: 9.86

Atom charges from the Löwdin analysis, given in e for atoms 1 to 5:
1. C -0.48
2. C -0.08
3. N -0.45
4. N 0.02
5. N 0.18